Density functional theory data (the ωB97M-V functional and the def2-TZVPD basis) for C4HLiO4Sr as an isolated structure at a distorted geometry.

Each line ends with the Mulliken spin population.
Cartesian coordinates (Å):
O -1.2621 -2.7658 1.5158  0.000
C -2.3582 -2.8829 1.7680  0.000
C 0.6568 -0.7735 -0.5448  -0.002
C 1.6787 0.0023 -0.9246  0.003
H 2.7556 -0.1206 -0.9635  0.000
Li 0.7240 -2.2170 0.9533  0.000
O 1.2142 1.4102 -0.9775  0.001
C -0.0313 1.3487 -0.5931  0.016
O -0.4854 2.1549 0.2304  -0.047
O -0.4671 0.1125 -0.6774  -0.001
Sr -2.4252 3.7311 0.2133  1.030

Force components x, y, z for each atom (eV/Å):
O 0.056 -0.005 0.073
C 0.076 0.007 -0.050
C 0.635 -0.385 -0.970
C -0.347 1.203 0.692
H -0.386 0.173 -0.172
Li -0.283 0.060 -0.477
O 1.188 -0.573 -0.856
C 1.880 -1.445 2.269
O -1.761 1.460 -1.486
O -1.514 -0.184 0.901
Sr 0.456 -0.310 0.075

Output
E_tot: -491.9339 Ha
2S+1: 2
frontier orbital gap (spin up / spin down): 0.213 / 0.318 Eh
ΔE to the lowest compared entry with this formula, charge and spin: 86.2 kJ/mol
total charge: +1